# 1
Below is a 2-piece molecular cluster, C8H14NOP overall in a non-equilibrium geometry, with properties calculated with the ωB97M-V functional and the def2-TZVPD basis.

The charge is 0. Its SMILES is CC#CP(C)(C)=O.CC=C=N. For the energy relative to the best compared isomer or geometry (same formula, charge and spin), the calculation gives 79.0 kcal per mole. The HOMO-LUMO gap is 8.881 eV. As for the spin multiplicity: 1.

Cartesian coordinates (Å):
H  2.784073  1.821152  -1.480074
C  -0.888015  2.015914  2.667613
C  1.091720  -2.065153  -0.601305
C  -2.437440  0.533356  1.045711
H  -1.123598  1.682383  3.656542
C  1.828480  1.760600  -1.880459
H  -2.794688  0.729138  2.108893
C  0.959791  1.446940  -0.781140
H  2.254430  -3.207542  -1.811815
H  0.031254  2.456599  2.648326
O  -0.094228  -0.696658  2.010990
H  1.545923  2.701501  -2.358728
C  -0.006255  -1.435502  -0.930463
H  0.401254  -3.698385  -1.859066
H  -1.556143  2.763013  2.404459
H  -1.139586  -0.486517  -2.249338
C  1.410059  -3.379456  -1.254364
C  0.283150  1.179837  0.173439
H  -2.550144  1.604078  0.584918
H  1.582740  -4.128480  -0.579565
H  -3.056439  -0.225985  0.605035
H  1.577538  -1.806912  0.307392
P  -0.671300  0.546079  1.505487
N  -1.049353  -1.006003  -1.400631
H  1.616776  0.896004  -2.531855

Forces on atoms 1 to 6 (eV/Å):
2.077 -0.102 0.128
0.390 -2.843 -0.489
-0.871 -0.156 0.604
-0.098 3.045 1.440
-0.040 -0.427 0.600
-2.323 -0.562 -0.780

=====

# 2
Below is a 2-piece molecular cluster, C8H14NP overall in a non-equilibrium geometry, with properties calculated with the ωB97M-V functional and the def2-TZVPD basis.

The charge is 0. Its SMILES is C=C(/C=C/C)P(C)C.C#N. For the energy relative to the best compared isomer or geometry (same formula, charge and spin), the calculation gives 45.4 kcal per mole. The HOMO-LUMO gap is 8.855 eV. As for the spin multiplicity: 1.

Cartesian coordinates (Å):
P  1.588938  -0.467181  -0.481277
H  1.325485  -2.288590  0.963114
H  -1.083531  1.649572  -0.195574
H  1.544699  -0.141336  2.147809
C  1.772925  3.628794  0.283397
C  0.316023  0.198405  0.586012
H  2.647554  -2.731977  -0.098175
H  2.953922  -1.709863  1.255725
H  -1.885037  -1.249549  0.019174
H  -4.049052  0.173207  0.310900
H  -0.073337  0.490928  2.724158
C  -3.279951  0.426068  -0.490404
H  2.163436  3.853101  -0.740446
H  1.337821  -1.539761  -2.419675
H  -3.320976  1.505987  -0.836472
C  -0.963488  0.572228  0.058752
N  1.347682  3.580757  1.354628
H  -0.209688  -0.673842  -2.286319
H  -3.708241  -0.107332  -1.361759
C  2.217816  -1.929872  0.490095
C  -2.041346  -0.143782  -0.024753
H  0.131378  -2.131916  -1.386218
C  0.603105  -1.298023  -1.742217
C  0.663869  0.333983  1.869524

Forces on atoms 1 to 6 (eV/Å):
1.298 0.811 -0.545
-0.391 -0.606 0.529
0.214 -0.576 0.241
1.767 -0.223 0.796
0.170 0.771 -0.588
0.959 -0.457 1.411

=====

# 3
Below is a 2-piece molecular cluster, C8H14O overall in a non-equilibrium geometry, with properties calculated with the ωB97M-V functional and the def2-TZVPD basis.

The charge is 0. Its SMILES is C/C=C\[C@@H]1C[C@@H]1C.C=O. For the energy relative to the best compared isomer or geometry (same formula, charge and spin), the calculation gives 41.8 kcal per mole. The HOMO-LUMO gap is 10.013 eV. As for the spin multiplicity: 1.

Cartesian coordinates (Å):
C  1.579604  0.331240  0.312624
H  -2.569402  -0.287893  0.734919
H  0.718904  0.930464  -1.496927
H  2.351198  -0.881644  1.898601
H  2.986072  -1.663163  -0.541985
H  -1.737562  0.788699  -2.047092
C  -1.863933  -0.018890  -1.330922
C  -0.702490  -0.326555  -0.436291
O  1.208066  -2.623130  -0.472345
H  -1.413548  1.860686  1.549841
H  2.493393  0.870784  0.093656
H  -2.913729  2.178105  0.644645
H  -1.336806  2.389456  -0.144527
C  0.571844  0.387574  -0.570097
C  1.496619  -0.237399  1.690559
H  1.861796  -1.475904  -1.997726
H  1.518878  0.578701  2.421504
C  2.003941  -1.873288  -0.983697
H  -0.531611  -1.391611  -0.156180
C  -1.897428  1.776028  0.569420
C  -1.936848  0.337031  0.124757
H  -2.470386  -0.837252  -1.696421
H  0.583428  -0.812040  1.833685

Forces on atoms 1 to 6 (eV/Å):
-0.505 0.815 0.035
-0.064 -0.202 0.061
0.161 0.099 -0.053
0.011 -0.069 0.072
0.101 0.139 0.235
-0.003 0.007 0.125

=====

# 4
Below is one molecule with the formula C8H14O in a non-equilibrium geometry, with properties calculated with the ωB97M-V functional and the def2-TZVPD basis.

The charge is 0. Its SMILES is C=C(C)/C(=C/CO)CC. For the energy relative to the best compared isomer or geometry (same formula, charge and spin), the calculation gives 34.8 kcal per mole. The HOMO-LUMO gap is 9.601 eV. As for the spin multiplicity: 1.

Cartesian coordinates (Å):
H  3.254083  -0.129932  -0.357165
C  -0.110321  -0.158183  -0.300350
O  -3.665469  -0.753525  -0.444228
H  -3.517832  -0.460073  -1.335348
C  1.181265  -0.936613  -0.079281
H  -2.596933  0.922011  0.324091
C  0.525123  2.102396  0.667211
H  0.614326  1.445195  -1.460244
C  -1.248892  -0.793209  -0.093584
H  2.900911  -1.686804  -1.117597
H  0.827303  3.060698  0.321941
H  2.142912  -2.242892  1.269713
C  2.450339  -0.690457  -0.898937
H  -0.204526  2.219127  1.572735
C  -2.592374  -0.211324  0.332768
H  -2.807995  -0.477841  1.360868
C  1.227295  -1.771340  0.939856
H  -0.992559  1.792454  -0.887926
H  1.315495  1.499657  1.089151
H  0.414835  -2.025006  1.671642
H  -1.286332  -1.891804  -0.226489
C  -0.025437  1.328589  -0.525101
H  2.194775  -0.141135  -1.823723

Forces on atoms 1 to 6 (eV/Å):
-0.866 -0.216 -0.297
0.899 0.034 0.283
0.084 0.152 0.780
-0.006 0.097 -0.687
-0.286 1.089 -0.691
0.048 -1.085 -0.167

=====

# 5
Below is C8H14OSi2 as an isolated structure in a non-equilibrium geometry, with properties calculated with the ωB97M-V functional and the def2-TZVPD basis.

The charge is 0. For the energy relative to the best compared isomer or geometry (same formula, charge and spin), the calculation gives 69.9 kcal per mole. The HOMO-LUMO gap is 8.713 eV. As for the spin multiplicity: 1.

Cartesian coordinates (Å):
H  1.316474  -1.932965  -1.364734
C  1.818849  -1.637474  -0.497688
C  -3.009281  -1.436041  0.872061
Si  0.069505  1.562555  0.871295
H  0.939133  3.456897  -0.004055
O  0.036489  3.222082  0.248872
C  -1.902801  -0.635011  1.216288
H  -4.659714  -1.741859  -0.638631
H  1.205777  -2.110159  0.259996
Si  2.285230  0.189444  -0.538802
C  -3.730994  -1.082167  -0.273804
H  -1.965281  1.601165  -1.293898
H  2.321316  0.771097  -1.883333
C  -1.409636  0.437413  0.419261
H  4.319742  -0.050264  1.060452
H  4.258306  1.540425  0.290142
H  -3.255349  -2.278864  1.502413
C  -2.180834  0.740464  -0.712873
H  -3.890542  0.324307  -1.902912
H  4.991952  0.030513  -0.542931
C  4.121807  0.433519  0.058673
H  0.072135  1.913313  2.451071
C  -3.254557  -0.072922  -1.068213
H  2.798361  -2.223523  -0.538582
H  -1.296078  -1.021953  2.009921

Forces on atoms 1 to 6 (eV/Å):
-0.802 -0.188 -1.786
2.054 -0.690 0.451
0.599 1.310 -0.349
1.456 1.110 0.143
-0.264 0.012 -0.063
-0.073 -2.281 0.364

=====

# 6
Below is one molecule with the formula C8H14S2 in a non-equilibrium geometry, with properties calculated with the ωB97M-V functional and the def2-TZVPD basis.

The charge is 0. For the energy relative to the best compared isomer or geometry (same formula, charge and spin), the calculation gives 41.2 kcal per mole. The HOMO-LUMO gap is 8.504 eV. As for the spin multiplicity: 1.

Cartesian coordinates (Å):
C  0.500113  -0.588568  -0.219707
S  -2.307518  0.933238  0.292821
H  1.288448  -1.134505  1.640280
C  1.754824  0.960646  1.460920
C  1.614452  -0.585834  -1.289043
C  -0.629890  1.986820  -1.498734
S  -0.453525  -2.028570  -0.550947
H  -3.803199  -0.851311  0.488110
H  1.892131  0.428567  -1.441225
H  -1.223375  2.966672  -1.472821
H  0.245629  1.947989  -2.201584
H  -0.133251  -0.102213  1.815854
H  -2.328572  -2.850169  0.393607
H  2.492715  -1.100137  -0.738699
H  2.751029  0.936179  1.089843
C  -1.903000  -1.890007  0.455456
H  -1.694788  -1.624822  1.523579
H  -2.893282  -0.950782  -1.185507
H  1.918485  1.057258  2.498678
C  -2.872045  -0.825435  -0.024432
C  -0.907792  0.978696  -0.656923
C  0.829650  -0.271186  1.191861
H  1.333565  -1.119755  -2.146357
H  1.472369  1.844821  0.856541

Forces on atoms 1 to 6 (eV/Å):
-2.405 2.524 -2.176
-1.074 -0.884 0.997
0.328 -0.665 0.195
-0.743 -0.201 -2.099
0.868 -0.373 3.968
0.333 0.483 0.104